# 1
The following is a DFT calculation (ωB97M-V with the def2-TZVPD basis set) of a cluster of 2 separate species, C4H10N in total in a non-equilibrium geometry.

Calculated values
* net charge: +1
* energy relative to the best compared isomer or geometry (same formula, charge and spin): 61.2 kcal per mole
* E_LUMO: -5.73 eV
* 2S+1: 1
* HOMO-LUMO gap: 6.09 eV

CARTESIAN COORDINATES (ANGSTROEM)
C: -4.79694 2.11690 0.50188
C: -4.19695 1.40842 -0.44416
H: -5.78953 1.81753 0.81755
H: -4.32453 3.00718 0.89580
H: -4.41999 0.38276 -0.69365
H: -3.36632 1.91129 -0.92895
C: 2.99130 -1.42604 1.17652
C: 3.08126 -1.02647 -1.24781
N: 2.52622 -0.88516 -0.11116
H: 4.07712 -1.45784 1.18339
H: 2.59929 -2.43713 1.28993
H: 2.58277 -0.81433 1.97669
H: 4.10721 -1.36870 -1.35142
H: 2.60653 -0.50745 -2.07891
H: 1.52070 -0.70703 -0.11569

---

# 2
The following is a DFT calculation (ωB97M-V with the def2-TZVPD basis set) of a structure of composition C4H10N in a non-equilibrium geometry.

Calculated values
* net charge: +1
* energy relative to the best compared isomer or geometry (same formula, charge and spin): 75.5 kcal per mole
* E_LUMO: -3.86 eV
* 2S+1: 1
* HOMO-LUMO gap: 10.91 eV

CARTESIAN COORDINATES (ANGSTROEM)
C: -0.07930 1.32023 -0.19001
C: 0.55384 0.07966 0.43613
C: -0.66444 -0.04256 -0.43386
C: 1.94172 -0.43346 -0.01257
N: -1.95174 -0.46665 0.14517
H: -0.50165 1.91039 0.50628
H: 0.51469 1.75251 -0.94775
H: 0.43893 -0.02615 1.48834
H: -0.14835 -0.69904 -1.57154
H: 1.94918 -0.49381 -1.12209
H: 2.12390 -1.37477 0.36197
H: 2.66136 0.06333 0.54013
H: -2.74424 0.33113 0.00145
H: -1.80558 -0.60902 1.07815
H: -2.28831 -1.31179 -0.27981

---

# 3
The following is a DFT calculation (ωB97M-V with the def2-TZVPD basis set) of a cluster of 2 separate species, C4H10N2 in total in a non-equilibrium geometry.

Calculated values
* energy relative to the best compared isomer or geometry (same formula, charge and spin): 66.5 kcal per mole
* E_LUMO: 0.74 eV
* SMILES: C=NC.C=NC
* 2S+1: 1
* HOMO-LUMO gap: 10.54 eV

CARTESIAN COORDINATES (ANGSTROEM)
C: 0.85619 1.54918 2.24229
N: 2.01811 1.80716 1.78241
C: 2.58490 0.67889 1.01198
H: 0.27031 2.15661 2.94135
H: 0.68394 0.47572 2.45760
H: 1.82615 0.15390 0.42389
H: 3.40148 1.06327 0.40312
H: 3.04784 -0.04030 1.70704
C: -2.71896 -0.27931 -0.98255
N: -2.45135 -0.76784 -2.10874
C: -1.21174 -1.50336 -2.21401
H: -3.69514 0.15093 -0.75760
H: -2.12819 -0.42172 -0.06271
H: -0.45506 -0.87490 -2.71126
H: -0.71375 -1.77808 -1.26653
H: -1.31475 -2.37014 -2.86629

---

# 4
The following is a DFT calculation (ωB97M-V with the def2-TZVPD basis set) of the molecule C4H10N2 in a non-equilibrium geometry.

Calculated values
* energy relative to the best compared isomer or geometry (same formula, charge and spin): 192.9 kcal per mole
* E_LUMO: -1.71 eV
* 2S+1: 1
* HOMO-LUMO gap: 4.70 eV

CARTESIAN COORDINATES (ANGSTROEM)
C: -0.94198 -1.46377 0.43788
C: -1.01434 -0.95209 -0.99058
C: 0.33080 -0.02156 -1.36928
N: 0.76714 0.15018 1.70037
C: 0.68887 1.23362 0.67574
N: 0.14797 1.24804 -0.63113
H: -1.75869 -1.12522 1.09258
H: 0.10745 -0.68290 1.21207
H: -0.40398 -2.42892 0.52164
H: -1.90091 -0.36168 -1.17654
H: -0.84077 -1.79530 -1.86172
H: 1.16825 -0.50763 -1.05159
H: 0.58530 0.21567 -2.40416
H: 1.55867 1.41495 -0.05643
H: 0.39747 0.60199 2.50578
H: 0.30136 2.10430 1.21112